ORCA calculation (ωB97M-V/def2-TZVPD) on the molecule C20H28N2O4S.

Results
E_LUMO (eV): 0.5
Relative energy (zero: lowest compared OMol25 entry of this formula, charge and spin) (kJ/mol): 18.5
Electronic energy (eV): -43200.891
SMILES: CCC(=O)N1CCc2cc(S(=O)(=O)CCC(=O)N3CCC[C@@H](C)C3)ccc21
Highest occupied orbital energy (eV): -8.351

Last columns: bonded neighbours and bond lengths (Å).
Geometry (Å):
1 C 5.02 4.00 3.72  C2 1.523, H53 1.087, H54 1.087, H55 1.087
2 C 4.66 2.52 3.68  C1 1.523, C3 1.519, H51 1.093, H52 1.093
3 C 3.88 2.20 2.42  C2 1.519, O4 1.211, N5 1.369
4 O 3.63 3.02 1.57  C3 1.211
5 N 3.48 0.89 2.31  C3 1.369, C6 1.394, C15 1.460
6 C 2.74 0.35 1.26  N5 1.394, C7 1.386, C11 1.399
7 C 2.22 1.00 0.15  C6 1.386, C8 1.385, H50 1.076
8 C 1.51 0.24 -0.77  C7 1.385, C9 1.380, H49 1.078
9 C 1.32 -1.11 -0.57  C8 1.380, C10 1.385, S19 1.786
10 C 1.84 -1.76 0.53  C9 1.385, C11 1.376, H18 1.079
11 C 2.55 -1.02 1.45  C6 1.399, C10 1.376, C12 1.499
12 C 3.21 -1.46 2.72  C11 1.499, H13 1.091, H14 1.091, C15 1.538
13 H 2.49 -1.91 3.41  C12 1.091
14 H 3.99 -2.19 2.53  C12 1.091
15 C 3.78 -0.15 3.29  N5 1.460, C12 1.538, H16 1.094, H17 1.094
16 H 4.86 -0.22 3.44  C15 1.094
17 H 3.32 0.10 4.25  C15 1.094
18 H 1.70 -2.83 0.65  C10 1.079
19 S 0.41 -2.06 -1.78  C9 1.786, O20 1.442, O21 1.441, C22 1.840
20 O 1.29 -3.07 -2.32  S19 1.442
21 O -0.20 -1.16 -2.73  S19 1.441
22 C -0.92 -2.98 -0.91  S19 1.840, C23 1.521, H47 1.087, H48 1.087
23 C -1.67 -2.17 0.13  C22 1.521, H24 1.092, C25 1.531, H46 1.092
24 H -2.68 -2.56 0.27  C23 1.092
25 C -1.71 -0.67 -0.18  C23 1.531, O26 1.222, N27 1.341
26 O -1.08 0.10 0.52  C25 1.222
27 N -2.46 -0.25 -1.21  C25 1.341, C28 1.443, C37 1.452
28 C -3.23 -1.07 -2.12  N27 1.443, H29 1.088, C30 1.535, H45 1.097
29 H -3.35 -2.07 -1.71  C28 1.088
30 C -4.63 -0.47 -2.34  C28 1.535, C31 1.525, C35 1.527, H44 1.096
31 C -5.41 -1.33 -3.32  C30 1.525, H32 1.088, H33 1.088, H34 1.087
32 H -5.53 -2.34 -2.94  C31 1.088
33 H -4.90 -1.38 -4.28  C31 1.088
34 H -6.41 -0.91 -3.49  C31 1.087
35 C -4.49 0.97 -2.85  C30 1.527, C36 1.525, H42 1.092, H43 1.092
36 C -3.67 1.78 -1.86  C35 1.525, C37 1.523, H40 1.091, H41 1.092
37 C -2.31 1.12 -1.66  N27 1.452, C36 1.523, H38 1.091, H39 1.096
38 H -1.72 1.65 -0.91  C37 1.091
39 H -1.75 1.11 -2.61  C37 1.096
40 H -3.52 2.80 -2.23  C36 1.091
41 H -4.19 1.84 -0.90  C36 1.092
42 H -5.48 1.41 -2.98  C35 1.092
43 H -4.00 0.96 -3.82  C35 1.092
44 H -5.15 -0.45 -1.38  C30 1.096
45 H -2.70 -1.13 -3.07  C28 1.097
46 H -1.15 -2.24 1.09  C23 1.092
47 H -1.55 -3.31 -1.74  C22 1.087
48 H -0.43 -3.85 -0.48  C22 1.087
49 H 1.07 0.70 -1.65  C8 1.078
50 H 2.37 2.06 0.01  C7 1.076
51 H 4.06 2.26 4.55  C2 1.093
52 H 5.57 1.92 3.70  C2 1.093
53 H 5.59 4.23 4.62  C1 1.087
54 H 4.12 4.61 3.70  C1 1.087
55 H 5.62 4.27 2.85  C1 1.087